--- 1 ---
C2H4N2O3 | the ωB97M-V functional and the def2-TZVPD basis

```
11
Properties=species:S:1:pos:R:3:lowdin_charge:R:1
C 0.0456 0.4284 -0.1514 -0.5029
C -0.1313 -0.6233 1.7758 -0.1741
H -0.2918 1.0464 -3.1720 0.2667
H 0.6886 -1.4258 -1.0648 0.1888
H -0.8433 -0.8105 2.5725 0.1374
H 1.0940 -0.4781 1.8738 0.1926
N -0.3078 1.3604 -0.9539 0.1456
N 0.5081 -0.8745 -0.1672 0.0682
O 0.4843 0.6349 -2.1707 -0.2714
O -0.4267 -1.4558 0.7532 -0.0364
O -0.2495 0.7504 1.1541 -0.0144
```

Calculated values
- HOMO (eV) = -9.4
- orbital gap (eV) = 9.65

--- 2 ---
C2H4N2O3 | the ωB97M-V functional and the def2-TZVPD basis

```
11
Properties=species:S:1:pos:R:3:lowdin_charge:R:1
C 1.0101 0.5199 0.9858 -0.0292
C 1.4982 0.1490 -0.1873 -0.2857
N -1.1831 -1.2902 -0.0255 0.0008
O -0.7048 -0.3084 -0.9198 -0.2741
N -0.9433 1.1386 -0.2271 0.0168
O -0.7992 2.0096 -0.9803 0.0865
O 2.2006 0.0837 -1.1141 0.1831
H -0.6138 -2.1179 -0.1913 0.0885
H -2.1407 -1.5045 -0.2977 0.0793
H 0.3154 -0.1086 1.5131 0.0528
H 1.3604 1.4287 1.4443 0.0813
```

Calculated values
- HOMO (eV) = -8.9
- SMILES = C=C=O.NON=O
- orbital gap (eV) = 8.72

--- 3 ---
C2H4N2O3 | the ωB97M-V functional and the def2-TZVPD basis

```
11
Properties=species:S:1:pos:R:3:lowdin_charge:R:1
C -0.5959 0.9428 0.0163 -0.3802
C -1.6477 -0.2470 0.0026 -0.4243
H 1.9052 -0.6084 -0.8388 0.1097
H 1.9243 -0.6682 0.8546 0.1092
H 1.4204 1.4881 -0.0098 0.1560
H -0.1640 -1.5906 -0.0748 0.0729
N 1.3617 -0.5521 0.0178 0.0099
N 0.7641 0.7081 0.0115 -0.0121
O -1.0167 2.0553 -0.0014 0.1173
O -1.1455 -1.5132 0.0027 0.0786
O -2.8058 -0.0149 0.0193 0.1629
```

Calculated values
- HOMO (eV) = -10.2
- SMILES = NNC(=O)C(=O)O
- orbital gap (eV) = 10.47

Ordering by calculated energy gives the sequence 3, 2, 1, with the first entry being the most stable.

--- 1 ---
C2H4N2O3 | the ωB97M-V functional and the def2-TZVPD basis

```
11
Properties=species:S:1:pos:R:3:lowdin_charge:R:1
C 0.6714 -0.6913 -0.0333 -0.3169
C -0.1905 0.6879 0.0513 -0.3374
H 2.0856 0.7957 0.2515 -0.0730
H 2.8209 -0.8041 -0.4314 0.2790
H -2.2841 1.4447 0.0936 0.2232
H -1.6785 -1.3959 0.1017 0.1705
N 1.9680 -0.0689 0.3225 0.1340
N -1.5569 0.6157 -0.2721 0.0292
O 0.2252 -1.8498 -0.2329 0.0350
O 0.3759 1.8190 -0.1236 0.0051
O -2.4370 -0.5529 0.2728 -0.1488
```

Calculated values
- HOMO (eV) = -10.1
- orbital gap (eV) = 9.42

--- 2 ---
C2H4N2O3 | the ωB97M-V functional and the def2-TZVPD basis

```
11
Properties=species:S:1:pos:R:3:lowdin_charge:R:1
C 2.2077 0.8162 0.0091 -0.0617
C 0.4472 -0.8191 -0.6518 -0.3516
N 1.1922 0.0828 -0.6694 0.0931
N -2.7867 -0.4804 1.1687 -0.0913
O -0.3420 -1.6192 -0.8464 0.1488
O -3.5352 0.3328 1.5026 0.0332
O -2.5881 -0.3439 -0.2414 -0.0697
H 3.0208 0.8401 -0.7305 0.0956
H 2.4192 0.4078 0.9772 0.0880
H 1.8327 1.7951 -0.0068 0.0662
H -1.8679 -1.0123 -0.5112 0.0495
```

Calculated values
- HOMO (eV) = -10.1
- SMILES = CN=C=O.O=NO
- orbital gap (eV) = 10.58

Ordering by calculated energy gives the sequence 2, 1, with the first entry being the most stable.